Entry 1:
An isolated molecule of C4H5NO2, computed with the ωB97M-V functional and the def2-TZVPD basis.

- lowest unoccupied orbital energy (alpha / beta) (hartree) = -0.01143 / -0.01140
- energy above the lowest of the compared OMol25 structures with the same formula, charge and spin (kJ/mol) = 524.3
- total energy (Eh) = -360.4697

Element x y z (Å)
N (2.16, -0.72, -1.13)
C (1.40, 0.12, -0.45)
C (0.11, 0.47, -0.53)
C (-0.97, 0.48, 0.33)
O (-2.04, 1.31, 0.18)
C (-1.02, -0.28, 1.62)
O (-0.55, -1.38, 1.75)
H (3.15, -0.72, -0.97)
H (1.83, -1.40, -1.81)
H (-0.84, -0.17, -0.99)
H (-1.77, 2.00, -0.45)
H (-1.47, 0.28, 2.46)

---

Entry 2:
A structure of composition CH24O15Zn at a distorted geometry, computed with the ωB97M-V functional and the def2-TZVPD basis.

- lowest unoccupied orbital energy (hartree) = -0.08768
- energy above the lowest of the compared OMol25 structures with the same formula, charge and spin (kJ/mol) = 0.0
- total energy (Eh) = -2960.3860

Element x y z (Å)
Zn (0.23, -0.24, -2.30)
C (-0.35, 0.21, -0.14)
O (0.00, 0.22, 1.23)
O (-0.78, -0.83, -0.76)
O (0.19, 1.11, -0.82)
O (1.18, 1.40, -3.40)
H (1.84, 1.65, -2.78)
H (1.68, 0.82, -3.99)
O (-1.14, -1.20, 3.20)
H (-1.99, -1.42, 2.75)
H (-0.83, -0.71, 2.47)
O (-0.30, -3.50, 0.37)
H (0.20, -2.80, 0.79)
H (0.07, -3.66, -0.47)
O (1.72, -1.75, 1.26)
H (1.13, -0.96, 1.09)
H (2.63, -1.39, 1.24)
O (-0.45, 3.57, -1.31)
H (-0.23, 2.66, -1.11)
H (0.41, 3.94, -1.09)
O (-0.47, 2.71, 1.80)
H (-0.21, 1.87, 1.34)
H (-1.35, 2.87, 1.47)
O (-3.19, 0.37, 0.08)
H (-3.03, 1.22, -0.32)
H (-2.43, -0.08, -0.23)
O (-2.75, -2.78, -0.40)
H (-3.09, -2.48, 0.42)
H (-1.83, -2.71, -0.24)
O (2.28, 1.39, 0.79)
H (1.60, 1.42, 0.07)
H (1.89, 0.81, 1.49)
O (-1.75, 0.63, -3.10)
H (-2.22, -0.19, -3.20)
H (-2.40, 1.24, -2.67)
O (1.97, -0.98, -1.61)
H (2.18, -1.77, -1.04)
H (2.84, -0.53, -1.60)
O (2.31, 0.25, 3.33)
H (1.48, 0.09, 3.75)
H (2.93, -0.45, 3.65)

---

Entry 3:
An isolated molecule of C7H10, computed with the ωB97M-V functional and the def2-TZVPD basis.

- lowest unoccupied orbital energy (hartree) = 0.04524
- structure (SMILES) = C1C[C@H]2[C@@H]1[C@H]1C[C@@H]21
- energy above the lowest of the compared OMol25 structures with the same formula, charge and spin (kJ/mol) = 259.4
- total energy (Eh) = -272.6192

Element x y z (Å)
C (1.28, -0.28, 1.18)
C (1.25, 0.78, 0.12)
C (1.28, -0.70, -0.25)
C (-0.09, -0.56, -0.96)
C (-1.48, -0.74, -0.30)
C (-1.38, 0.66, 0.35)
C (-0.13, 0.93, -0.53)
H (2.24, -0.37, 1.68)
H (0.43, -0.49, 1.83)
H (2.05, 1.52, 0.04)
H (2.11, -1.26, -0.67)
H (-0.02, -0.87, -2.00)
H (-1.74, -1.61, 0.30)
H (-2.20, -0.67, -1.13)
H (-2.24, 1.31, 0.20)
H (-1.15, 0.65, 1.42)
H (-0.24, 1.70, -1.29)